## w
Entry from OMol25: a single C6H8N2S molecule (ωB97M-V/def2-TZVPD).

Geometry (Å):
C: 1.287 -0.327 -3.370
C: -0.031 0.714 -1.424
C: 0.425 0.099 -0.083
C: -0.305 0.676 1.169
C: -1.076 -0.411 1.917
C: -0.216 -1.463 2.422
H: -0.017 1.919 -1.443
H: -1.166 0.395 -1.390
H: 1.625 0.142 0.058
H: 0.192 -0.820 -0.043
H: -1.066 1.503 0.647
H: 0.409 1.265 1.764
H: -1.623 0.073 2.795
H: -1.667 -0.478 1.264
N: 0.647 0.168 -2.534
N: 0.498 -2.316 2.744
S: 2.084 -1.140 -4.494

Properties
Orbital gap = 0.352 Eh
SMILES = N#CCCCCN=C=S
E_HOMO = -9.1453 eV
Charge = 0



## x
Entry from OMol25: a single C6H8N2S molecule (ωB97M-V/def2-TZVPD).

Geometry (Å):
C: 2.614 -0.015 0.085
C: 1.967 -0.913 -0.673
C: 1.856 1.040 0.660
C: 0.575 -0.856 -0.906
C: 0.485 0.902 0.731
C: -0.173 -0.089 -0.015
N: -2.571 -0.984 -1.008
N: -2.452 1.206 0.622
S: -1.997 -0.222 0.237
H: 3.731 0.098 0.134
H: 2.647 -1.637 -1.177
H: 2.368 1.885 1.134
H: 0.073 -1.470 -1.787
H: -0.184 1.551 1.256
H: -2.542 -0.374 -1.880
H: -3.395 1.315 0.300
H: -1.961 -1.244 1.313

Properties
Orbital gap = 0.352 Eh
SMILES = N=[SH](=N)c1ccccc1
E_HOMO = -9.2496 eV
Charge = 0



Q: What are the energies relative to the best structure? A: w 0.0000; x 0.0234, in hartree.



## w
Entry from OMol25: a molecular structure, C3H2IN2 (ωB97M-V/def2-TZVPD).

Geometry (Å):
C: -0.312 1.565 -0.027
C: 0.554 -0.694 0.045
C: -0.847 -0.403 -0.227
N: 0.825 1.783 -0.009
N: -1.322 0.769 -0.231
I: 1.168 -1.640 1.633
H: 1.407 -0.197 -0.615
H: -1.473 -1.183 -0.571

Properties
Orbital gap = 0.282 Eh
E_HOMO = -15.8815 eV
Charge = +1



## x
Entry from OMol25: a molecular structure, C3H2IN2 (ωB97M-V/def2-TZVPD).

Geometry (Å):
C: 0.170 -2.230 -0.126
C: 0.261 -0.310 -0.751
C: -0.800 -0.327 0.326
N: 0.822 -1.435 -0.959
N: -0.649 -2.385 0.695
I: -2.770 0.009 -0.070
H: 0.536 0.597 -1.282
H: -0.495 -0.081 1.347

Properties
Orbital gap (alpha / beta) = 0.301 / 0.301 Eh
E_HOMO (alpha / beta) = -15.6186 / -15.6185 eV
Charge = +1



## y
Entry from OMol25: a gas-phase ion, C3H2IN2 (charge +1) (ωB97M-V/def2-TZVPD).

Geometry (Å):
C: 0.446 -0.536 1.456
C: -0.488 0.570 -0.331
C: 0.294 -0.737 -0.674
N: 0.117 0.457 1.981
N: 0.659 -1.350 0.383
I: 0.051 2.418 -0.756
H: -1.508 0.276 -0.264
H: 0.429 -1.099 -1.795

Properties
Orbital gap (alpha / beta) = 0.292 / 0.292 Eh
E_HOMO (alpha / beta) = -15.7222 / -15.7221 eV
Charge = +1



## z
Entry from OMol25: 2 unconnected molecules or ions with the total composition C3H2IN2 (ωB97M-V/def2-TZVPD).

Geometry (Å):
C: 1.035 -0.003 0.030
C: -1.173 0.411 -0.055
C: -0.259 -0.609 0.077
N: -0.409 1.524 -0.153
N: 0.802 1.333 -0.117
I: 2.876 -0.873 0.158
H: -2.245 0.414 -0.071
H: -0.626 -2.198 0.129

Properties
Orbital gap (alpha / beta) = 0.228 / 0.228 Eh
E_HOMO (alpha / beta) = -15.3584 / -15.3678 eV
Charge = +1



Q: What are the energies relative to the best structure? A: w 0.0146; x 0.0000; y 0.0118; z 0.1015, in hartree.



## w
Entry from OMol25: a gas-phase ion, C4H6NS (charge +1) (ωB97M-V/def2-TZVPD).

Geometry (Å):
C: 0.599 0.560 1.657
C: 1.160 0.959 2.686
C: -0.210 0.443 -0.861
C: -0.613 -0.656 -1.794
N: 0.101 -0.067 0.481
S: 1.777 1.451 4.112
H: -0.337 1.465 -1.117
H: 0.171 -1.124 -2.220
H: -1.310 -0.239 -2.638
H: -1.073 -1.457 -1.233
H: 0.561 -0.916 0.116
H: -0.826 -0.419 0.810

Properties
Orbital gap (alpha / beta) = 0.317 / 0.236 Eh
E_HOMO (alpha / beta) = -13.6370 / -13.2533 eV
Charge = +1



## x
Entry from OMol25: a gas-phase ion, C4H6NS (charge +1) (ωB97M-V/def2-TZVPD).

Geometry (Å):
C: 0.144 1.277 -0.134
C: -1.136 1.216 0.251
C: 0.696 -1.007 0.549
C: -0.484 -1.174 -0.320
N: 0.764 0.064 -0.441
S: -1.952 -0.297 -0.010
H: 0.702 2.188 -0.268
H: -1.731 2.051 0.568
H: 0.545 -0.661 1.568
H: 1.476 -1.757 0.473
H: -0.511 -1.941 -1.080
H: 1.488 0.040 -1.155

Properties
Orbital gap = 0.360 Eh
SMILES = C1=C[N@H+]2C[C@H]2S1
E_HOMO = -13.9457 eV
Charge = +1



Q: What are the energies relative to the best structure? A: w 0.1660; x 0.0000, in hartree.



## w
Entry from OMol25: a gas-phase ion, C4H6NS (charge +1) (ωB97M-V/def2-TZVPD).

Geometry (Å):
C: -0.530 -0.099 0.032
C: -1.540 -1.141 -0.011
C: -1.912 0.335 0.014
C: 2.906 0.715 -0.016
N: 0.665 0.305 0.041
S: 2.024 -0.619 -0.002
H: -1.669 -1.705 -0.924
H: -1.714 -1.729 0.878
H: -2.333 0.759 0.914
H: -2.286 0.809 -0.883
H: 3.985 0.697 -0.062
H: 2.404 1.674 0.019

Properties
Orbital gap (alpha / beta) = 0.302 / 0.302 Eh
E_HOMO (alpha / beta) = -14.5334 / -14.5334 eV
Charge = +1



## x
Entry from OMol25: a gas-phase ion, C4H6NS (charge +1) (ωB97M-V/def2-TZVPD).

Geometry (Å):
C: 0.317 -2.478 -0.036
C: 0.799 0.893 0.010
C: 0.041 -1.288 0.023
C: -1.554 0.497 0.050
N: -0.199 0.055 -0.027
S: 2.364 0.390 0.018
H: 0.548 -3.481 0.243
H: 0.644 2.018 -0.163
H: -1.666 1.587 -0.290
H: -2.137 0.232 1.055
H: -2.093 0.067 -0.890
H: 2.935 1.508 0.009

Properties
Orbital gap = 0.339 Eh
E_HOMO = -14.4990 eV
Charge = +1



Q: What are the energies relative to the best structure? A: w 0.0055; x 0.0000, in hartree.



## w
Entry from OMol25: 4 unconnected molecules or ions with the total composition C4H13NO3 (ωB97M-V/def2-TZVPD).

Geometry (Å):
C: -0.102 -1.065 0.773
N: 0.148 0.298 0.219
C: 0.751 1.143 1.158
C: -1.056 0.958 -0.161
C: -2.224 0.272 -0.586
O: -3.361 0.717 -0.595
H: 0.010 -1.790 -0.021
H: 0.562 -1.272 1.602
H: -1.132 -1.108 1.112
H: 1.592 0.646 1.643
H: -0.155 1.380 1.991
H: 0.956 2.099 0.687
H: -1.059 2.040 -0.230
H: -0.834 1.253 2.611
H: -2.012 -0.778 -0.868
H: -0.209 -0.675 -3.255
H: -0.037 -0.049 -1.821
O: 0.245 -0.763 -2.412
H: 3.390 -1.453 -0.681
H: 1.841 -0.962 -0.795
O: 2.685 -0.893 -0.371

Properties
Orbital gap = 0.232 Eh
E_HOMO = -7.7219 eV
Charge = 0



## x
Entry from OMol25: 3 unconnected molecules or ions with the total composition C4H13NO3 (ωB97M-V/def2-TZVPD).

Geometry (Å):
C: 0.762 0.658 2.937
C: 0.095 0.539 1.542
N: 0.618 0.010 0.426
C: 1.797 -0.989 0.493
C: 1.918 -1.490 -1.009
O: -0.848 1.369 1.419
H: 0.255 1.226 3.739
H: 0.653 -0.215 3.421
H: 1.821 0.959 2.799
H: 0.257 0.050 -0.512
H: 1.533 -1.881 1.074
H: 2.793 -0.497 0.876
H: 2.921 -1.958 -1.232
H: 1.790 -0.564 -1.566
H: 1.184 -2.198 -1.341
H: -2.166 2.081 -1.819
H: -3.429 1.027 -1.835
O: -2.687 1.419 -2.341
H: -1.062 -2.141 -2.321
H: -0.992 -0.774 -2.994
O: -1.131 -1.225 -2.208

Properties
Orbital gap = 0.353 Eh
SMILES = CCNC(C)=O.O.O
E_HOMO = -8.9457 eV
Charge = 0



Q: What are the energies relative to the best structure? A: w 0.1590; x 0.0000, in hartree.